Here is one molecule with the formula C22H25N3O4S at a distorted geometry from the OMol25 dataset. Energies are from the ωB97M-V functional and the def2-TZVPD basis.

Results
E (eV): -46714.75225
Energy relative to the best compared isomer or geometry (same formula, charge and spin) (kcal/mol): 56.8
LUMO energy (eV): 0.3
SMILES string: Cc1ccc(NS(=O)(=O)c2ccc(C(=O)NC[C@@H](c3ccco3)N(C)C)cc2)cc1

```
55
Properties=species:S:1:pos:R:3:lowdin_charge:R:1
C -4.3714 4.2214 0.7344 -0.05
C -4.5021 2.8255 0.2061 -0.28
C -5.1127 1.8317 0.9625 -0.03
C -5.2175 0.5362 0.4949 -0.04
C -4.6966 0.2040 -0.7509 -0.31
C -4.0866 1.1900 -1.5180 -0.02
C -3.9989 2.4851 -1.0425 -0.04
H -3.5252 3.2415 -1.6516 0.11
H -3.6883 0.9407 -2.4918 0.11
N -4.7962 -1.1122 -1.2165 -0.06
S -4.3443 -2.3906 -0.2270 0.66
O -5.2413 -2.4844 0.8807 -0.27
O -4.2018 -3.5109 -1.1076 -0.29
C -2.7318 -1.8618 0.3457 -0.27
C -1.6456 -2.0710 -0.4813 -0.04
C -0.4015 -1.5985 -0.1018 -0.01
C -0.2627 -0.9002 1.0952 -0.11
C -1.3733 -0.6770 1.9033 0.02
C -2.6127 -1.1699 1.5350 -0.04
H -3.4844 -1.0333 2.1533 0.11
H -1.2480 -0.1147 2.8157 0.13
C 1.0553 -0.3201 1.5122 -0.46
O 1.1516 0.7876 1.9946 0.09
N 2.1079 -1.1519 1.3298 0.08
H 1.9518 -2.0640 0.9307 0.14
C 3.4766 -0.7234 1.4927 -0.11
H 3.4466 0.3185 1.8181 0.14
H 3.9613 -1.3390 2.2550 0.12
C 4.2372 -0.8132 0.1508 -0.25
C 3.3334 -0.2724 -0.9168 -0.29
C 2.7550 -0.8829 -1.9935 -0.04
C 1.9297 0.0940 -2.6034 -0.06
C 2.0688 1.2166 -1.8477 -0.10
O 2.9117 1.0009 -0.8296 0.07
H 1.6356 2.1932 -1.9289 0.12
H 1.3245 -0.0293 -3.4778 0.10
H 2.9070 -1.8928 -2.3189 0.11
N 5.4858 -0.0616 0.1988 -0.23
C 6.3744 -0.5214 1.2463 -0.10
H 5.9402 -0.3145 2.2211 0.08
H 7.3100 0.0293 1.1714 0.09
H 6.5974 -1.5978 1.1714 0.09
C 6.1589 -0.0775 -1.0853 -0.08
H 6.4568 -1.0922 -1.3945 0.09
H 5.5039 0.3385 -1.8477 0.08
H 7.0499 0.5439 -1.0209 0.09
H 4.4231 -1.8833 -0.0858 0.16
H 0.4493 -1.7405 -0.7526 0.10
H -1.7885 -2.6153 -1.4018 0.12
H -4.4595 -1.2552 -2.1567 0.12
H -5.7034 -0.2297 1.0771 0.10
H -5.5198 2.0781 1.9324 0.12
H -5.2067 4.4692 1.3849 0.08
H -3.4530 4.3139 1.3151 0.08
H -4.3300 4.9426 -0.0782 0.08
```



Here is one molecule with the formula C22H25N3O6S at a distorted geometry from the OMol25 dataset. Energies are from the ωB97M-V functional and the def2-TZVPD basis.

Results
E (eV): -50810.49542
Energy relative to the best compared isomer or geometry (same formula, charge and spin) (kcal/mol): 45.3
LUMO energy (eV): 0.0
SMILES string: CCOC(=O)c1c(NC(=O)C(=O)N/N=C/c2ccc(O)c(OC)c2)sc2c1CCCCC2

```
57
Properties=species:S:1:pos:R:3:lowdin_charge:R:1
C 1.5043 0.2902 -3.7892 -0.05
C 1.8956 0.0083 -2.3462 -0.22
H 2.6686 -0.7612 -2.2876 0.12
H 2.2533 0.9227 -1.8620 0.12
O 0.7996 -0.5128 -1.5958 -0.04
C -0.0881 0.3954 -1.1099 -0.43
O 0.0531 1.5824 -1.2897 0.11
C -1.1726 -0.2169 -0.3453 -0.12
C -1.1863 -1.5271 0.1027 -0.42
N -0.2247 -2.4838 -0.1070 0.10
C -0.2641 -3.6923 0.5110 -0.39
O -1.1859 -4.0315 1.2225 0.03
C 0.9166 -4.6121 0.1941 -0.37
O 0.7875 -5.7905 -0.0390 0.11
N 2.1498 -4.0233 0.1974 0.06
N 2.3386 -2.7153 0.4415 0.03
C 3.4970 -2.1912 0.3593 -0.09
C 3.6741 -0.7778 0.5895 -0.23
C 4.8740 -0.1563 0.2526 -0.04
C 5.0290 1.2051 0.4282 0.00
C 3.9987 1.9629 0.9627 -0.24
C 2.7880 1.3366 1.3354 -0.19
C 2.6298 -0.0166 1.1363 0.04
H 1.7176 -0.5240 1.4021 0.11
O 1.8687 2.1829 1.8934 -0.08
C 0.6390 1.6475 2.3226 -0.05
H 0.0976 2.4807 2.7674 0.10
H 0.0649 1.2478 1.4835 0.08
H 0.7860 0.8656 3.0734 0.11
O 4.1555 3.2914 1.1367 0.09
H 3.3329 3.6483 1.5026 0.11
H 5.9465 1.7035 0.1608 0.12
H 5.6835 -0.7381 -0.1616 0.11
H 4.3822 -2.7772 0.0881 0.13
H 2.9498 -4.6345 0.0059 0.17
H 0.5898 -2.1819 -0.6321 0.12
S -2.5630 -1.8887 1.0607 1.20
C -3.1650 -0.2673 0.8455 -0.45
C -2.3397 0.5045 0.0886 -0.22
C -2.5877 1.9302 -0.3078 -0.13
H -1.9420 2.5834 0.2863 0.12
C -4.0410 2.4053 -0.2045 -0.19
C -5.0363 1.3426 -0.6750 -0.20
C -5.5436 0.4558 0.4666 -0.19
H -6.3556 0.9625 0.9922 0.11
H -5.9478 -0.4659 0.0448 0.11
C -4.4541 0.1111 1.4907 -0.21
H -4.2854 0.9657 2.1501 0.11
H -4.7955 -0.7183 2.1121 0.10
H -4.5544 0.7235 -1.4335 0.12
H -5.8974 1.8203 -1.1461 0.11
H -4.2784 2.7065 0.8155 0.11
H -4.1367 3.2964 -0.8279 0.11
H -2.2581 2.0401 -1.3429 0.12
H 2.3784 0.6175 -4.3442 0.08
H 1.1011 -0.6067 -4.2538 0.08
H 0.7525 1.0747 -3.8216 0.08
```



Here is C22H25N5O4SV as an isolated structure at a distorted geometry from the OMol25 dataset. Energies are from the ωB97M-V functional and the def2-TZVPD basis.

Results
E (eV): -75364.25712
Energy relative to the best compared isomer or geometry (same formula, charge and spin) (kcal/mol): 68.8
⟨S²⟩: 3.8213
LUMO energy (spin up / spin down) (eV): -7.0 / -10.7
Multiplicity: 4
Charge: +2

```
58
Properties=species:S:1:pos:R:3:lowdin_charge:R:1
V -0.9517 -0.4624 0.0214 0.89
N 2.9200 -2.2582 -0.8389 0.16
C 2.8582 -1.6225 -2.0892 0.05
C 1.9271 -0.6560 -1.9634 -0.02
N 1.3080 -0.7511 -0.7431 0.12
C 1.9655 -1.7435 -0.0755 -0.23
C 1.3746 -2.1798 1.1964 -0.21
N 0.1290 -1.7837 1.5740 0.11
C -0.2036 -2.5300 2.6813 0.02
C 0.8866 -3.2935 3.0750 0.09
N 1.8375 -3.0705 2.0771 0.15
H 3.6607 -2.9288 -0.5495 0.21
H 3.4975 -1.7134 -2.9418 0.15
H 1.7638 0.2036 -2.5982 0.15
H -1.2156 -2.4873 3.0811 0.16
H 1.0696 -3.9532 3.9559 0.17
H 2.7949 -3.4472 2.0495 0.20
O -0.0388 1.2014 0.5612 -0.65
S -0.3933 2.3507 1.5787 1.16
C 1.2574 2.8823 1.9374 -0.37
C 1.4962 4.2169 2.3657 -0.05
C 2.8029 4.6916 2.5096 -0.06
C 3.8654 3.8612 2.1812 -0.07
C 3.6445 2.5078 1.9616 -0.06
C 2.3262 1.9557 1.8951 -0.05
C -0.9882 3.7273 0.5527 -0.36
C -0.4366 3.6356 -0.7121 -0.10
C -0.7961 4.5287 -1.7188 -0.03
C -1.8103 5.5368 -1.5209 -0.02
C -2.3894 5.5383 -0.2537 -0.06
C -1.9752 4.6750 0.7954 -0.04
H 0.6836 4.9682 2.5439 0.13
H 2.9805 5.7176 2.7434 0.11
H 4.9093 4.2653 2.2040 0.13
H 4.5215 1.8855 1.9000 0.10
H 2.1327 0.9240 1.6910 0.07
H 0.1503 2.7984 -1.0027 0.09
H -0.2391 4.5616 -2.6463 0.11
H -2.0378 6.3411 -2.1798 0.10
H -3.2016 6.2453 -0.0700 0.12
H -2.4995 4.8211 1.7464 0.12
C -3.0823 -4.6766 -2.8330 -0.04
N -2.7058 -3.7242 -1.8112 -0.12
C -3.8720 -3.1094 -1.0427 0.03
C -1.4404 -3.4201 -1.4670 -0.42
C -0.2202 -4.3863 -1.7118 0.03
O -1.1751 -2.3744 -0.8660 -0.08
H -2.2912 -5.1336 -3.3330 0.06
H -3.6409 -4.0975 -3.6306 0.13
H -3.8367 -5.3889 -2.4227 0.11
H -3.9338 -2.0405 -1.2674 0.09
H -3.7232 -3.2594 0.0475 0.11
H -4.7879 -3.6022 -1.3968 0.09
H 0.6061 -4.1688 -1.0246 0.05
H 0.2311 -4.2312 -2.7261 0.10
H -0.4902 -5.4445 -1.6980 0.08
O -2.7550 -0.3261 0.7770 -0.35
O -2.4691 0.2237 -0.5685 -0.36
```



Here is one molecule with the formula C22H25N5OS at a distorted geometry from the OMol25 dataset. Energies are from the ωB97M-V functional and the def2-TZVPD basis.

Results
E (eV): -43536.48952
Energy relative to the best compared isomer or geometry (same formula, charge and spin) (kcal/mol): 407.2
LUMO energy (eV): -1.0
SMILES string: O=C(CSc1nnc(-c2cccnc2)n1CCc1ccccc1)N1CCCCC1

```
54
Properties=species:S:1:pos:R:3:lowdin_charge:R:1
O -2.1653 -0.8551 -1.5296 0.14
C -2.8798 -0.5933 -0.7539 -0.69
N -3.4607 0.7114 -0.6952 -0.08
C -4.4608 1.0537 0.3398 -0.19
H -4.9830 0.0727 0.7081 0.13
C -3.7982 1.8672 1.4126 -0.28
C -3.2122 3.0101 0.7882 -0.22
C -2.2658 2.6443 -0.6390 -0.15
C -3.1132 1.7426 -1.5342 -0.24
H -2.3979 1.2488 -2.2372 0.13
H -3.9420 2.4760 -1.8775 0.15
H -1.9386 3.5510 -1.1936 0.09
H -1.3950 1.8681 -0.2075 0.12
H -2.5029 3.8210 1.3482 0.14
H -3.9233 3.7605 0.0898 0.14
H -4.4853 2.2686 2.2738 0.15
H -2.9119 1.1934 1.8600 0.13
H -5.3302 1.6334 -0.0415 0.13
C -3.3395 -1.5407 0.2041 -0.51
H -3.7231 -1.1930 1.3607 0.14
H -4.2991 -2.2729 -0.2086 0.18
S -2.1310 -2.6465 0.6578 0.97
C -0.9215 -1.3557 0.9974 -0.55
N -1.3382 -0.2548 1.5861 0.06
N -0.1637 0.5899 1.3317 0.12
C 0.9508 -0.2841 1.2053 -0.18
N 0.4486 -1.7341 0.8079 -0.01
C 1.1626 -2.4237 0.0531 -0.30
H 2.0884 -2.6522 0.5146 0.10
H 0.6797 -3.5778 0.3944 0.20
C 1.0612 -2.2014 -1.4775 -0.15
C 1.6747 -1.0222 -1.8681 -0.26
C 0.9618 0.1799 -1.9079 -0.10
C 1.5086 1.2398 -2.1696 -0.15
C 2.8779 1.4042 -2.1790 -0.18
C 3.7317 0.5424 -1.9681 -0.10
C 3.1176 -0.8795 -1.9536 0.07
H 3.7010 -1.7472 -1.3745 0.14
H 4.7494 0.4592 -2.0188 0.08
H 3.2644 2.5571 -2.2502 0.17
H 0.9997 2.1696 -2.1281 0.11
H -0.2844 0.1245 -1.6688 0.18
H 1.4528 -3.1734 -1.9172 0.14
H -0.0460 -2.4256 -1.7063 0.14
C 2.1260 0.2440 1.1951 -0.14
C 3.4817 -0.6579 1.6263 0.04
C 4.6655 -0.1244 1.6866 -0.18
C 4.8302 1.1760 1.3397 -0.05
N 3.6872 2.1750 0.8907 0.10
C 2.3351 1.5972 1.0262 -0.05
H 1.6629 2.2256 0.6792 0.05
H 5.6849 1.8606 1.2374 0.10
H 5.6404 -0.5286 1.8240 0.11
H 3.2678 -1.7037 2.0520 0.13
```